(1)
The following is a quantum chemistry calculation of a molecular structure, C3H5O4V at a distorted geometry, from the OMol25 dataset.

2S+1 = 4
HOMO-LUMO gap (spin up / spin down) = 9.017 / 9.730 eV
molar mass = 156.0 g/mol
charge = +1
energy above the lowest of the compared OMol25 structures with the same formula, charge and spin = 0.00 kJ/mol

Positions of all 13 atoms, in Å:
H  2.04697  0.45749  -1.33727
H  0.20673  0.97704  1.83054
C  1.06633  0.67886  1.22259
O  0.57143  0.03831  0.06441
O  -2.59918  -0.43470  -0.32334
V  -0.80597  -0.86340  -0.90662
C  1.54713  -0.43969  -0.92292
H  2.28240  -1.05835  -0.37072
O  -4.77928  0.26874  -0.01009
H  1.70327  -0.01088  1.79533
O  0.80557  -1.12613  -1.82064
C  -3.69279  -0.05680  -0.16314
H  1.64739  1.56950  0.94189



(2)
The following is a quantum chemistry calculation of a molecular structure, C3H5O4Yb at a distorted geometry, from the OMol25 dataset.

2S+1 = 3
HOMO-LUMO gap (spin up / spin down) = 7.279 / 5.586 eV
molar mass = 278.1 g/mol
charge = +1
energy above the lowest of the compared OMol25 structures with the same formula, charge and spin = 67.81 kJ/mol

Positions of all 13 atoms, in Å:
O  0.79244  0.42236  -2.34985
H  -4.10968  -1.13993  0.38039
H  -2.46287  -1.65280  -1.11582
C  -1.62799  -1.29903  -0.48754
H  -3.19579  -2.26657  1.44467
O  -2.10324  -0.67983  0.67671
O  0.29965  -1.78934  -2.62327
H  -3.61949  -0.61874  2.01821
Yb  -0.24130  2.03697  -0.87605
O  -0.98367  -0.31738  -1.23188
C  0.16239  -0.65364  -2.25795
H  -0.93710  -2.11992  -0.23155
C  -3.32129  -1.21237  1.14748



(3)
The following is a quantum chemistry calculation of 2 unconnected molecules or ions with the total composition C3H5O5 at a distorted geometry, from the OMol25 dataset.

2S+1 = 1
HOMO-LUMO gap = 5.501 eV
molar mass = 121.1 g/mol
charge = -1
energy above the lowest of the compared OMol25 structures with the same formula, charge and spin = 129.64 kJ/mol

Positions of all 13 atoms, in Å:
C  1.28818  -0.61923  -0.47868
C  0.17690  -0.95016  -1.28400
O  0.01271  -0.69483  -2.49009
O  -0.58357  0.71222  1.71461
H  -2.04797  0.63819  0.45617
H  1.82756  0.30374  -0.86760
O  -0.71242  2.23884  0.10489
H  0.70824  -0.44904  1.32375
C  -1.20539  1.20211  0.80180
O  1.31637  -0.96192  0.87535
H  -0.24842  -1.98739  0.25026
O  -0.74978  -1.82359  -0.67642
H  0.21760  2.39107  0.26996



(4)
The following is a quantum chemistry calculation of 2 unconnected molecules or ions with the total composition C3H5PS at a distorted geometry, from the OMol25 dataset.

2S+1 = 1
HOMO-LUMO gap = 8.257 eV
structure (SMILES) = PC=S.C#C
molar mass = 104.1 g/mol
charge = 0
energy above the lowest of the compared OMol25 structures with the same formula, charge and spin = 303.55 kJ/mol

Positions of all 10 atoms, in Å:
H  4.01504  1.89069  1.71408
H  -3.48486  -0.01941  -1.14283
C  -2.44417  -0.24236  -1.05873
C  2.89310  0.54371  0.38186
H  -2.59617  -1.32876  1.28925
S  -1.49379  0.46184  -2.12948
H  2.41903  0.04650  -0.38231
H  -0.75146  -1.07870  0.30248
P  -1.98934  -1.63993  0.02601
C  3.43261  1.36643  0.99966



(5)
The following is a quantum chemistry calculation of a molecular structure, C3H5PS3 at a distorted geometry, from the OMol25 dataset.

2S+1 = 3
HOMO-LUMO gap (spin up / spin down) = 6.027 / 5.248 eV
molar mass = 168.2 g/mol
charge = 0
energy above the lowest of the compared OMol25 structures with the same formula, charge and spin = 88.32 kJ/mol

Positions of all 12 atoms, in Å:
P  -0.44021  2.49588  -0.55785
C  -0.14736  -0.73704  -1.10827
S  1.10544  0.38212  -0.65097
C  -0.36761  -1.21530  0.08442
H  -0.17525  0.43718  1.37795
H  -0.07228  2.88887  -1.99166
S  0.23128  3.38471  1.06730
H  -0.81301  -2.12793  0.36450
H  1.23164  -0.63231  1.68039
H  -0.52426  -0.88669  -2.00931
S  -2.16577  1.69350  -0.54637
C  0.42150  -0.24016  0.90673



(6)
The following is a quantum chemistry calculation of C3H6 in the gas phase at a distorted geometry, from the OMol25 dataset.

2S+1 = 1
HOMO-LUMO gap = 11.511 eV
structure (SMILES) = C1CC1
molar mass = 42.1 g/mol
charge = 0
energy above the lowest of the compared OMol25 structures with the same formula, charge and spin = 89.17 kJ/mol

Positions of all 9 atoms, in Å:
H  -1.39864  -0.69809  -0.92478
H  1.10512  -0.75883  1.03624
H  -0.12479  1.49343  0.83480
H  -1.40971  -0.69215  0.73069
C  0.76806  -0.48716  0.01460
C  -0.03231  0.86978  -0.00364
H  0.40125  1.45682  -0.84632
C  -0.77980  -0.43015  -0.03352
H  1.47083  -0.75366  -0.80807



(7)
The following is a quantum chemistry calculation of C3H6 in the gas phase at a distorted geometry, from the OMol25 dataset.

2S+1 = 1
HOMO-LUMO gap = 10.629 eV
structure (SMILES) = C=CC
molar mass = 42.1 g/mol
charge = 0
energy above the lowest of the compared OMol25 structures with the same formula, charge and spin = 43.89 kJ/mol

Positions of all 9 atoms, in Å:
C  0.03846  -0.03998  0.56772
H  0.24593  1.87509  -0.49725
H  0.39896  1.91624  1.39809
H  -1.10468  -1.61784  -0.49267
C  -0.21623  -0.89942  -0.66508
H  -0.19599  -0.51925  -1.71931
H  0.03045  -0.43809  1.59544
C  0.17973  1.34160  0.44839
H  0.62338  -1.61835  -0.63533



(8)
The following is a quantum chemistry calculation of 31 unconnected molecules or ions with the total composition C3H66FNO34S at a distorted geometry, from the OMol25 dataset.

2S+1 = 1
HOMO-LUMO gap = 8.681 eV
molar mass = 711.6 g/mol
charge = 0

Positions of all 106 atoms, in Å:
H  -3.54870  0.58776  3.65740
H  -0.76783  0.91680  2.42346
O  -3.69300  11.70055  -0.88381
O  2.86639  -3.48277  1.78506
H  -7.23966  -8.02577  8.16213
O  0.61114  9.74793  0.74326
O  -4.20651  -4.13106  1.85191
H  0.95023  -7.09109  2.52580
H  -0.21189  3.76977  -0.14804
H  -0.57036  -5.81325  -0.49702
O  -3.75990  2.06073  0.32623
H  -2.81027  8.34456  3.91578
H  4.01781  -2.32400  -7.64138
H  2.21499  -2.50826  -1.63468
O  -2.37463  7.49456  3.75236
H  1.26156  -5.56621  -4.38290
H  0.29251  -4.90278  0.37366
O  -2.63296  -0.73690  -0.71983
H  3.57459  7.37797  0.32057
H  2.35274  -2.82795  -0.14794
H  4.67512  -5.85789  2.28032
H  -0.34964  4.08946  -1.63478
O  1.15471  -6.59528  1.71874
H  6.34174  1.18564  -0.89906
O  4.22389  -5.74536  3.13045
H  2.87257  7.82914  -0.95817
H  0.81295  2.89640  4.28557
O  3.08298  -4.31664  -5.02819
H  3.87716  -4.18968  -5.56870
H  -2.82233  9.95468  -0.10991
H  4.84079  -3.20490  -8.57855
H  -8.10252  -8.93624  7.29145
O  -5.12627  -6.81610  3.27196
O  -0.08767  -4.97321  -0.51488
O  -3.92888  0.51734  2.76887
H  -0.08717  7.10646  3.14032
H  2.66190  -3.97858  2.59212
O  0.81033  -5.45368  -3.53278
H  3.69337  3.87246  -0.37770
O  6.20016  -1.62407  -5.68828
C  -0.83506  -2.31496  -3.47618
H  -3.37973  2.13116  1.21476
H  -3.08357  6.93051  3.40851
H  0.67520  3.21609  2.79883
H  -3.95781  -3.46599  1.19250
H  0.52919  9.12329  1.47953
H  -2.08853  -0.09752  -1.29949
O  -2.39110  -6.60326  -1.67370
O  -3.59672  -2.91731  -1.25600
H  -1.99190  -6.61442  -2.55659
H  -0.15156  -2.22318  -1.26266
H  -4.24259  1.22069  0.34408
H  -0.99228  -0.26874  -3.19371
H  3.28258  1.32669  -1.16740
H  -0.17283  9.57445  0.20078
H  -1.97718  0.17190  2.98398
F  1.38833  0.17039  -1.78934
H  1.98572  -6.14227  1.92658
O  3.49743  4.76272  -0.70637
O  3.05557  5.56967  1.97712
H  7.86755  1.12934  -0.91698
H  -6.41042  -5.77245  5.45124
O  -2.38670  9.10468  -0.27333
N  -0.39771  -0.89893  -3.77877
O  4.44160  -3.19374  -7.69565
O  3.65654  8.00262  -0.41569
O  1.76376  -2.39573  -0.78455
O  -1.01653  0.25172  3.08286
H  3.69739  -3.02977  1.99289
H  4.53942  1.76908  -1.91320
O  0.22397  3.32862  3.64895
H  2.34663  5.00561  1.63326
C  -2.50745  -2.09999  -1.28319
H  -4.87757  -6.15103  2.61255
H  -3.09564  8.54063  -0.61718
H  4.81287  -6.17757  3.76706
O  1.25259  2.16372  0.73373
H  -6.08691  -6.89592  3.17308
O  -7.61983  -8.09620  7.27360
H  2.61994  6.41967  2.14054
H  -1.80530  -2.55551  -4.12921
H  -0.12812  7.07714  1.61421
H  2.10588  2.62099  0.77592
O  -0.80087  4.20199  -0.78466
H  -4.11679  12.57029  -0.82954
S  1.26031  -0.58513  -3.33118
O  -7.24143  -6.22546  5.24340
H  -7.44591  -6.72127  6.05046
O  1.83005  0.45927  -4.36452
H  -2.81489  -5.73352  -1.61943
H  3.81493  5.34744  -0.00190
H  -1.10671  -3.82568  -1.78974
H  3.10010  -3.57189  -4.40849
O  7.08224  0.64986  -1.22092
H  -5.16715  -4.21089  1.75303
O  2.20360  -1.81042  -3.40389
H  -4.41156  -0.32271  2.78672
H  1.39931  -5.88590  -2.89616
H  -3.29380  11.68939  -1.76671
H  5.76453  -0.77407  -5.52486
H  -0.02107  -3.09910  -3.85708
C  -1.06959  -2.63557  -1.87662
O  4.13355  1.77036  -1.03328
O  0.46956  7.24210  2.35889
H  1.32189  1.61159  -0.05958
H  5.49122  -2.18812  -6.03214



(9)
The following is a quantum chemistry calculation of a molecular structure, C3H6AuO3 at a distorted geometry, from the OMol25 dataset.

2S+1 = 4
HOMO-LUMO gap (spin up / spin down) = 8.542 / 6.410 eV
molar mass = 287.0 g/mol
charge = +2
energy above the lowest of the compared OMol25 structures with the same formula, charge and spin = 0.00 kJ/mol

Positions of all 13 atoms, in Å:
C  1.24614  1.88647  -1.18541
H  2.33375  1.74197  -1.19155
O  0.62147  0.76183  -0.54965
C  -0.36186  -0.15387  1.36539
H  0.98214  2.80315  -0.64333
O  -0.77690  -2.26267  -0.97732
H  1.72496  0.27578  1.15183
C  0.75996  0.72167  0.86101
H  -1.23189  -2.68287  -0.24698
Au  -0.36538  -0.64056  -1.15199
H  0.65388  1.72726  1.29933
H  0.86731  1.92922  -2.21086
O  -0.37441  -1.04150  2.12871



(10)
The following is a quantum chemistry calculation of a molecular structure, C3H6BFeN2O5S2 at a distorted geometry, from the OMol25 dataset.

2S+1 = 5
HOMO-LUMO gap (spin up / spin down) = 8.687 / 4.818 eV
molar mass = 280.9 g/mol
charge = +1

Positions of all 20 atoms, in Å:
B  -2.33614  -0.48323  0.46989
N  -0.68228  1.75379  -0.59575
S  0.56492  0.85944  -1.28181
C  2.11177  0.90501  -0.27686
O  -2.07617  2.06419  1.52244
Fe  2.50346  0.60842  1.82194
N  -3.06843  -0.57341  -0.79923
C  2.51087  -0.62503  0.03746
H  -2.56402  0.06724  -1.44161
H  3.00338  1.32208  -0.84217
H  -2.93183  -1.51147  -1.20900
H  2.97314  -2.75006  0.82479
O  -0.12515  0.67160  1.74593
S  -1.22152  1.01585  0.77881
O  0.22442  -0.55790  -1.54870
O  -2.49058  -1.55572  1.37959
H  2.01093  1.47428  0.73564
O  0.87640  1.45586  -2.58646
C  2.80865  -1.78150  0.28605
H  -2.09183  -2.35943  0.97906